Computed, not measured: the molecule C18H18N4O4, with ωB97M-V/def2-TZVPD.

Each line ends with the Mulliken charge.
CARTESIAN COORDINATES (ANGSTROEM)
C  -0.49088  -1.29090  -8.89801  -0.3493
H  0.78052  -2.46830  6.27785  0.2805
C  -2.64591  0.58401  4.34247  -0.9657
H  -1.44353  0.45864  2.09513  0.6262
N  0.84426  -0.61577  -7.04536  -0.5401
H  2.66924  1.37356  1.48327  0.3986
H  1.83715  1.36324  7.44307  0.3028
N  -0.69069  0.21197  -0.22051  -1.0117
H  -3.27697  0.59466  5.22978  0.2393
O  -1.96072  -0.78648  -3.83666  -0.7109
C  0.44190  0.58059  0.24192  -0.7145
N  -0.87451  -0.08114  -1.52691  0.4025
H  1.00217  -0.17742  -4.71899  0.2192
C  1.96241  1.57981  3.49056  -0.5716
C  -0.03711  -0.06458  -2.58227  0.5802
C  0.94566  -0.40344  6.61582  0.0576
H  2.70745  0.67834  6.03868  0.3256
H  -3.05110  1.27957  3.60118  0.3614
H  1.59486  -0.73896  -8.93064  0.3838
H  1.33424  0.68505  -0.37137  0.5430
H  2.33542  -1.68809  5.71049  0.2302
C  1.82251  1.28757  2.14730  -0.8686
H  -0.55940  -1.49063  -9.95537  0.3690
H  -2.28745  -1.27822  -6.03095  0.4467
C  0.58566  0.88589  1.64940  0.2865
O  1.00185  1.81882  5.68192  -0.4834
O  -1.36950  0.98109  4.78037  -0.3921
H  2.91571  1.90125  3.88320  0.5000
C  -0.21205  -0.76154  -6.25421  0.5574
H  -2.54121  -1.76507  -8.46342  0.4021
C  1.37008  -1.57298  6.17733  -0.7211
C  -0.37383  1.07061  3.86292  0.3703
C  1.71713  0.87527  6.47128  -0.5671
C  -1.46178  -1.17515  -6.71424  -0.3392
C  -1.59074  -1.44204  -8.06499  -0.5662
C  -0.50630  0.78092  2.51659  -0.4684
C  -0.78111  -0.48602  -3.85985  0.6520
C  0.70374  -0.87450  -8.33244  -0.3461
H  -1.82966  -0.36154  -1.74697  0.3292
H  -2.62832  -0.42637  3.92118  0.3759
H  -0.03196  -0.29165  7.06283  0.2823
O  1.14534  0.22887  -2.60471  -0.6831
C  0.88298  1.48377  4.35464  0.8230
N  0.04446  -0.46270  -4.92128  -0.0463

Values from the calculation:
total charge	0
structure (SMILES)	C=CCOc1ccc(/C=N/NC(=O)C(=O)Nc2ccccn2)cc1OC
E_tot	-33107.2138	eV
relative energy (zero: lowest compared OMol25 entry of this formula, charge and spin)	70.8	kcal per mole
HOMO-LUMO gap	8.15	eV

=====

Computed, not measured: the molecule C5H8N2, with ωB97M-V/def2-TZVPD.

Each line ends with the Mulliken charge.
CARTESIAN COORDINATES (ANGSTROEM)
C  -1.54792  2.16262  0.33950  -0.6773
C  1.97535  -0.57810  1.70688  -0.7896
H  -2.07283  2.19938  -0.62952  0.2955
N  0.31720  -1.87347  -1.45366  -0.6211
H  1.05469  -2.56684  -1.40865  0.2545
N  -0.59208  1.08793  0.45798  -0.2925
C  -0.53386  0.21563  -0.46116  -0.2522
H  1.66481  -1.12911  2.61304  0.2097
C  0.42827  -0.89686  -0.42390  0.5501
H  -2.29363  2.06755  1.13754  0.2306
H  0.34490  -1.44581  -2.37375  0.2355
H  -1.03125  3.11557  0.49831  0.2353
H  2.22196  -1.64336  0.72302  0.2121
C  1.25483  -0.95102  0.62347  0.1512
H  -1.19043  0.23587  -1.34908  0.2581

Values from the calculation:
total charge	0
E_tot	-8289.6833	eV
relative energy (zero: lowest compared OMol25 entry of this formula, charge and spin)	122.5	kcal per mole
HOMO-LUMO gap	8.02	eV

=====

Computed, not measured: the molecule C5H11P, with ωB97M-V/def2-TZVPD.

Each line ends with the Mulliken charge.
CARTESIAN COORDINATES (ANGSTROEM)
H  -2.76621  -0.17365  -0.53961  0.3400
C  -1.19028  0.27577  0.78679  -0.6065
H  2.43575  1.33642  0.74928  0.2241
H  -1.22384  -0.01532  1.84067  0.3930
H  -0.74427  0.78700  -2.38925  0.3432
C  -0.22844  0.07436  -1.70257  -0.5648
H  -1.82983  -1.74729  0.08218  0.2264
C  -1.83331  -0.66069  -0.25918  -0.7319
H  1.23419  2.66008  -0.00796  0.2766
H  0.61382  -1.94086  0.41398  0.3577
H  1.40703  -0.91107  1.71776  0.3563
P  0.45477  0.38095  -0.07267  0.8203
C  1.61922  1.62024  0.03625  -1.1142
C  1.21980  -1.04253  0.63764  -1.3526
H  2.14523  -1.07952  0.12463  0.4312
H  0.45437  -0.73047  -2.14020  0.2487
H  -1.76799  1.16657  0.72227  0.3524

Values from the calculation:
total charge	0
E_tot	-14647.5017	eV
relative energy (zero: lowest compared OMol25 entry of this formula, charge and spin)	88.1	kcal per mole
HOMO-LUMO gap (spin up / spin down)	7.53 / 7.53	eV

=====

Computed, not measured: a structure of composition C45H58ClF20IN3O15P2S, with ωB97M-V/def2-TZVPD.

Each line ends with the Mulliken charge.
CARTESIAN COORDINATES (ANGSTROEM)
C  4.33766  -4.76793  1.94861  -0.0436
C  3.86231  2.29883  1.47074  -0.1937
H  3.97608  4.74087  0.11904  0.1452
H  -0.32711  -1.45656  -2.12807  0.3586
F  3.29267  -2.06564  -1.49713  -0.3031
O  -12.33189  -0.37699  0.42819  -0.3155
C  -11.02248  -0.51642  -0.14446  -0.3194
C  -4.21527  -0.63072  -0.47927  -0.0908
H  -1.01600  -3.90840  -1.86752  0.2704
O  10.20796  3.06137  3.77876  -0.3064
H  1.16934  -1.97323  2.34296  0.2049
C  -3.19252  -1.72242  0.16705  -0.2046
H  -1.42388  -0.12488  -1.49838  0.1011
C  -6.45745  5.19227  -4.28960  -1.1437
C  3.01606  3.49418  -8.76774  0.3589
F  7.53194  2.89505  3.38904  -0.3389
H  -2.80796  -2.03374  -2.00417  0.4770
H  3.58288  -7.58123  4.82964  0.2878
H  -3.42793  -0.25142  3.85295  0.3275
H  -0.75608  1.34627  -0.20196  0.0257
C  -4.83944  -0.02438  2.10057  0.2699
H  5.89109  2.61692  2.46376  0.3719
O  3.49609  4.56449  -9.03779  -0.5041
C  -1.73652  -3.69552  -0.98543  -1.3863
C  2.63856  -2.94741  0.79057  0.5965
H  -1.23928  -4.00407  -0.00406  0.2396
H  1.95858  4.43814  1.29187  0.1894
F  0.94108  3.92017  -9.88027  -0.2430
H  -7.07300  -0.41378  2.42246  0.2153
C  11.48919  3.42007  4.32405  -0.1846
H  -7.42189  4.81528  -4.63669  0.3209
O  -5.87999  3.15379  -3.09703  -0.2651
F  -14.64482  0.70570  1.31838  -0.2439
H  -5.10798  -1.15810  -0.95829  0.3646
N  1.50994  -0.87791  -0.30647  0.9354
H  -10.38176  -0.93428  0.63550  0.3310
F  7.56522  4.40897  1.83847  -0.2419
H  5.67721  4.09269  -5.77299  0.3721
C  -2.19107  -2.15868  -1.02947  -0.4078
H  10.88114  5.30938  5.19473  0.3202
C  9.63706  3.97279  2.96535  0.0961
H  -6.10184  -1.88948  1.90670  0.2716
C  -5.45406  4.06834  -4.12056  -0.1424
H  3.65504  -10.08172  5.22235  0.3302
F  -15.69082  0.23560  -0.51092  -0.2370
C  0.04243  -1.10317  0.04487  -1.7818
F  0.92871  2.39763  -8.34866  -0.2279
H  0.05531  1.51581  -1.83243  0.5152
F  5.38624  -6.95500  2.66724  -0.1754
H  11.95889  2.49232  4.65782  0.3133
C  2.01935  -2.71361  2.18732  -0.1235
F  -15.05613  -1.35565  0.80563  -0.2484
F  -1.00813  -8.64337  5.70412  -0.2395
H  3.64595  1.45831  -4.14011  0.3190
F  1.34795  -3.13988  -1.21664  -0.2160
H  -2.56061  -1.19332  0.95898  -0.0682
H  5.51515  3.38530  -8.19188  0.3440
H  -1.43157  5.05553  -1.28330  0.4387
H  -5.97873  -1.18004  3.68781  0.3248
H  -11.03587  -1.23492  -0.96895  0.3187
O  -13.21683  -0.25716  -1.64698  -0.5035
H  4.33693  -4.20607  -0.32180  0.3459
C  3.66588  -9.36905  6.05163  -0.3367
C  4.90669  3.11119  2.08809  -0.9538
C  -7.14336  1.31896  -2.30072  1.2185
C  4.71077  3.87667  -6.23316  -1.0435
F  0.04079  -8.17982  7.53422  -0.2444
H  -0.09066  -2.13061  0.56453  0.5978
C  8.31057  3.44648  2.42191  1.1635
H  3.06420  1.84089  2.16843  0.3672
O  3.59957  2.58028  -7.96266  -0.3115
H  1.25284  4.10902  -3.88851  0.3565
C  -14.68429  -0.16524  0.28727  0.8691
H  -11.08710  1.26396  -1.37895  0.3740
C  2.36779  2.66914  -0.80254  0.2228
I  4.81619  -0.28408  0.81408  0.3774
N  3.48606  0.62033  -0.56496  -0.8939
H  -9.45587  0.73303  -0.94471  -0.1843
O  -7.30083  2.18735  -4.56307  -0.5107
C  11.32848  4.36139  5.50160  -1.1149
F  6.68811  -5.09982  2.44751  -0.2516
H  -2.63957  -4.39601  -1.17493  0.4528
H  -2.75112  0.76046  2.46608  -0.0013
O  -1.06807  4.20771  -1.64562  -0.4030
H  -3.99989  1.52370  3.60797  0.3488
C  0.06772  1.94800  -0.75659  0.1867
O  2.35742  -9.24186  6.62926  -0.3136
P  2.52118  2.74656  -2.67698  0.8169
O  10.12650  5.03622  2.68688  -0.4991
C  3.69241  -4.50615  3.33757  -0.4234
H  -10.49539  1.53904  0.25040  0.3484
O  -0.58175  3.89898  0.55695  -0.5854
S  1.87160  5.85790  -1.17556  -0.3154
C  3.81110  -3.99646  0.68380  -0.4436
H  4.06962  -5.02740  4.28183  0.3617
H  -6.63790  5.69259  -3.33455  0.3099
C  2.52437  -3.47930  3.46988  -0.9849
H  -5.27557  3.53966  -5.06110  0.3271
H  4.31199  -9.78758  6.82627  0.3329
C  -10.47940  0.82980  -0.58175  -0.5460
H  4.25305  4.82252  -6.53086  0.3412
H  -5.17138  1.39070  0.41096  0.2611
H  5.35791  2.02046  -7.09458  0.3538
H  -0.23836  -0.34606  0.87709  0.5903
H  4.76502  4.24254  2.13277  0.3110
H  10.66448  3.92619  6.25307  0.3031
C  -13.35026  -0.25757  -0.45013  0.3606
F  -7.33552  1.98086  -1.13899  -0.2820
F  5.95087  -6.08252  0.52872  -0.2420
O  3.56871  3.80777  -3.12717  -0.5456
O  2.98037  1.29490  -3.43107  -0.5073
C  4.87767  2.94659  -7.41923  -0.2845
O  1.07260  3.22543  -3.48062  -0.5595
P  2.56234  4.42548  -0.00537  0.2495
C  1.33597  -9.12281  5.75517  0.3709
C  0.00359  -9.04405  6.49710  0.8533
F  -8.25931  0.59416  -2.51136  -0.2908
N  1.40306  1.68489  -0.15382  0.3368
C  -3.69216  0.54536  3.07367  -0.9101
C  -6.06571  -0.94104  2.56771  -0.9747
C  -0.52527  3.41604  -0.62307  -0.1515
H  -3.77782  -2.59468  0.61781  0.4562
H  4.17852  -7.31265  6.45929  0.3520
F  1.88141  2.01154  -10.25295  -0.2492
C  2.20267  -2.16410  -0.55936  0.5101
H  2.03275  -3.27442  4.47732  0.3451
C  5.56910  -5.80810  1.86567  0.7513
C  3.72400  2.03860  -0.13297  0.3848
H  12.13297  3.84611  3.54961  0.3226
Cl  5.35144  2.48583  -0.82424  0.0227
C  -6.81804  2.25448  -3.46283  0.0382
C  4.19706  -8.01584  5.62200  -1.0503
H  12.29597  4.57118  5.96214  0.3765
C  -0.94777  -1.11644  -1.20939  -0.0996
C  -4.77299  0.34927  0.70079  -0.5176
C  1.69265  2.96018  -9.31108  0.8661
H  4.05339  3.42977  -5.48350  0.1714
O  1.46569  -9.11288  4.55744  -0.5113
H  -4.49525  4.47866  -3.79551  0.2476
H  -3.68691  0.07606  -1.21878  0.1227
C  2.03093  0.34909  -0.33484  0.1478
F  -6.14949  0.43116  -2.07043  -0.2489
F  8.48899  2.48732  1.48759  -0.2564
H  -6.09550  5.92683  -5.01197  0.3829
F  -0.35931  -10.23937  7.00771  -0.2432
H  5.22168  -8.10230  5.25419  0.4229

Values from the calculation:
total charge	+1
E_tot	-187151.7811	eV
HOMO-LUMO gap	3.75	eV

=====

Computed, not measured: a structure of composition C8H20CaNO3P, with ωB97M-V/def2-TZVPD.

Each line ends with the Mulliken charge.
CARTESIAN COORDINATES (ANGSTROEM)
P  -0.77068  -2.75709  -2.52311  0.3124
C  2.45253  -3.10423  -2.36338  -0.7053
Ca  -1.19704  -3.65636  0.62149  1.7218
H  3.39244  -2.65940  -2.63450  0.3060
H  -2.32677  2.15713  3.38911  0.3348
C  0.43226  0.02176  1.44779  0.2785
O  0.60493  -0.47385  -2.79307  -0.3995
H  1.48534  0.57757  -0.39173  0.1451
H  2.01931  1.45278  1.04782  0.3646
H  -1.94270  -1.99643  -2.59075  0.2291
H  -0.60139  3.09892  -0.11122  0.2818
C  1.66913  0.49160  0.67805  -1.0424
H  2.48222  -0.22559  0.80770  0.3782
H  2.58678  -3.94645  -1.71056  0.2679
H  -2.46090  1.50693  0.76460  0.4130
H  -1.74748  2.45866  -1.27450  0.3949
N  -0.68041  0.91042  1.62504  0.1081
H  0.31063  2.76629  1.95596  0.3005
C  -0.94663  2.18288  -0.58763  -0.9585
H  -2.11720  3.32032  2.07073  0.3019
H  0.02860  -0.89018  0.95032  -0.8141
H  1.96069  -3.42290  -3.27328  0.3787
H  -0.13227  1.78186  -1.18984  0.2095
C  -1.47443  1.17400  0.43704  -0.4488
H  0.14569  1.71255  3.34966  0.4565
H  -0.55475  -3.44700  -3.71731  0.2137
H  0.75758  -0.30366  2.44238  0.5886
H  -1.33538  3.59728  3.61671  0.4348
C  -1.61599  2.82542  2.90274  -1.4025
C  0.67326  -1.56954  -2.33530  0.6376
O  -0.75004  -3.77922  -1.35983  -0.7307
O  1.68665  -2.08498  -1.63802  -0.2524
C  -0.37391  2.07031  2.45811  -0.3759
H  -1.66009  0.21017  -0.07125  0.0721

Values from the calculation:
total charge	+2
E_tot	-43963.7740	eV
HOMO-LUMO gap	4.39	eV

=====

Computed, not measured: a structure of composition H21O11, with ωB97M-V/def2-TZVPD.

Each line ends with the Mulliken charge.
CARTESIAN COORDINATES (ANGSTROEM)
O  0.82440  2.02151  -0.62439  -0.8242
O  -0.37513  0.32172  0.61224  -0.8618
H  -0.81875  3.21586  0.94710  0.3150
O  -3.23846  -1.25477  0.28887  -0.6506
H  0.41916  2.81220  -0.77041  0.2057
H  2.56392  -1.28198  -3.56793  0.3033
O  2.59642  -2.24045  -3.46919  -0.6402
H  0.38044  1.28948  0.20205  0.4256
H  -2.66492  -0.92913  2.19103  0.3138
H  -2.77113  -0.39412  -0.00488  0.2956
H  1.89842  -2.32768  -2.84373  0.3203
H  -3.46033  -1.76710  -0.45862  0.3264
O  -3.26534  -1.36600  2.61179  -0.6206
H  -1.19525  -1.96240  -1.55199  0.4266
H  -0.19481  0.58541  -1.45513  0.4106
H  -0.60769  4.67902  1.04229  0.3135
H  -1.70314  -0.25277  -1.61345  0.2348
O  -0.75362  -0.10692  -1.97084  -0.8223
H  -4.08999  -1.42245  2.08743  0.3146
H  1.89074  2.20767  0.70062  0.3614
H  -1.47452  -3.07713  -0.32111  0.3463
O  -1.83345  -2.74146  -1.21549  -0.7213
O  3.80172  0.19336  -1.65659  -0.6059
H  4.54822  0.78848  -1.79322  0.2863
H  2.01289  1.58869  1.97770  0.2914
H  3.28212  0.46566  -0.87092  0.3335
O  1.14404  -2.38081  2.52847  -0.5851
H  -0.31169  0.88807  1.40492  0.2419
H  2.06974  -2.46970  2.66519  0.2796
O  -1.22750  4.02983  0.74838  -0.6522
H  1.07704  -1.45955  2.58663  0.2975
O  1.47645  2.34746  1.59318  -0.6595

Values from the calculation:
total charge	-1
E_tot	-22862.2102	eV
relative energy (zero: lowest compared OMol25 entry of this formula, charge and spin)	108.9	kcal per mole
HOMO-LUMO gap	8.30	eV

=====

Computed, not measured: a cluster of 2 separate species, C3H6N2 in total, with ωB97M-V/def2-TZVPD.

Each line ends with the Mulliken charge.
CARTESIAN COORDINATES (ANGSTROEM)
H  -1.75253  -0.00783  1.24465  0.3015
H  1.85649  1.59638  0.35983  0.2352
H  -1.14370  0.06734  -1.90063  0.3253
N  0.14326  0.12151  -1.15791  -0.4893
H  -2.99472  -0.46028  -0.07822  0.2446
H  1.25227  -1.17800  0.90367  0.2969
N  1.33080  0.85410  0.82332  -0.4985
C  -1.99862  -0.16534  0.20431  -0.8825
H  2.59221  -0.49420  -0.18278  0.2645
C  1.74622  -0.30561  0.48145  -0.2697
C  -1.03167  -0.02807  -0.69768  0.4722

Values from the calculation:
total charge	0
E_tot	-6183.0748	eV
relative energy (zero: lowest compared OMol25 entry of this formula, charge and spin)	126.1	kcal per mole
HOMO-LUMO gap	8.07	eV

=====

Computed, not measured: a cluster of 2 separate species, C3H6N4O5 in total, with ωB97M-V/def2-TZVPD.

Each line ends with the Mulliken charge.
CARTESIAN COORDINATES (ANGSTROEM)
H  1.37974  -0.78588  1.83963  0.3972
H  -1.14242  -0.27431  -1.21287  0.5083
N  0.36137  -0.71668  -0.20165  -0.4594
H  -0.65337  -3.01344  1.00039  0.3046
C  1.05720  -0.17177  -1.00899  0.7622
C  0.54748  -1.14517  1.17781  -0.4264
N  -1.58032  1.59479  -1.00830  0.9401
H  1.01293  -3.34574  0.92186  0.3254
O  -1.94076  0.26841  -1.33547  -0.4524
N  -0.44338  1.70856  -0.53048  -0.3689
O  0.38339  3.30405  -1.71329  -0.5400
N  0.42157  2.77593  -0.61587  1.1270
C  0.30980  -2.65397  1.37878  -1.0331
H  0.49724  -2.73015  2.53294  0.2847
O  1.10179  2.96511  0.35307  -0.5663
O  1.47705  0.44281  -1.92660  -0.4685
H  -0.37838  -0.64889  1.59789  0.2714
O  -2.41092  2.42633  -1.24884  -0.6059

Values from the calculation:
total charge	0
structure (SMILES)	O=[N+]([O-])/N=[N+](\[O-])O.CCN=C=O
E_tot	-19397.0798	eV
relative energy (zero: lowest compared OMol25 entry of this formula, charge and spin)	92.7	kcal per mole
HOMO-LUMO gap	9.83	eV